DFT (ωB97M-V with the def2-TZVPD basis set) results for a molecular structure, C37H31F5N4OP2S2TeTi.

XYZ file:
```
84
Properties=species:S:1:pos:R:3:lowdin_charge:R:1
Ti 0.588 0.785 -2.323 0.54
C 2.001 -1.098 0.695 -0.34
P 0.737 -1.959 1.734 1.08
C 1.573 -1.996 3.370 -0.37
C 2.615 -2.862 3.697 -0.09
C 3.231 -2.793 4.938 -0.10
C 2.819 -1.848 5.869 -0.11
C 1.788 -0.976 5.554 -0.10
C 1.165 -1.055 4.315 -0.11
C 0.944 -3.711 1.212 -0.40
C 0.331 -4.705 1.984 -0.13
C 0.340 -6.031 1.586 -0.11
C 0.953 -6.394 0.391 -0.11
C 1.560 -5.422 -0.387 -0.08
C 1.559 -4.091 0.020 -0.08
C 1.852 0.388 0.770 -0.43
C 2.221 1.171 1.844 -0.08
C 1.827 2.494 1.541 -0.07
C 1.231 2.446 0.303 -0.41
C 0.441 3.531 -0.368 -0.27
P -1.065 2.606 -0.850 1.09
C -1.796 2.240 0.804 -0.31
C -1.592 0.974 1.349 -0.10
C -2.113 0.641 2.591 -0.10
C -2.849 1.573 3.310 -0.11
C -3.058 2.839 2.777 -0.10
C -2.538 3.168 1.533 -0.08
C -2.285 3.802 -1.482 -0.38
C -3.419 3.279 -2.100 -0.09
C -4.404 4.120 -2.592 -0.09
C -4.258 5.497 -2.486 -0.11
C -3.121 6.025 -1.893 -0.09
C -2.140 5.181 -1.393 -0.10
N 1.243 1.159 -0.203 -0.07
H 1.854 -1.420 -0.330 -0.02
H 3.003 -1.416 0.994 0.10
H 2.950 -3.594 2.972 0.11
H 4.042 -3.471 5.175 0.09
H 3.306 -1.789 6.836 0.09
H 1.468 -0.228 6.269 0.10
H 0.371 -0.364 4.062 0.09
H -0.157 -4.427 2.913 0.10
H -0.137 -6.783 2.203 0.09
H 0.956 -7.429 0.071 0.09
H 2.042 -5.688 -1.319 0.11
H 2.043 -3.355 -0.609 0.10
H 2.726 0.820 2.733 0.09
H 1.931 3.377 2.155 0.09
H 0.904 3.922 -1.277 0.07
H 0.252 4.341 0.340 0.09
H -1.006 0.248 0.799 0.05
H -1.935 -0.352 2.989 0.08
H -3.256 1.317 4.281 0.09
H -3.632 3.572 3.331 0.09
H -2.720 4.153 1.120 0.10
H -3.503 2.205 -2.223 0.10
H -5.276 3.703 -3.082 0.09
H -5.019 6.157 -2.885 0.09
H -2.988 7.099 -1.835 0.09
H -1.241 5.600 -0.957 0.10
S 2.967 -0.158 -2.202 0.71
C 3.189 -1.268 -3.514 -0.74
C 4.438 -1.973 -3.570 -0.30
N 5.443 -2.537 -3.580 0.12
C 2.217 -1.507 -4.429 -0.75
S 0.671 -0.735 -4.333 0.65
C 2.429 -2.467 -5.473 -0.30
N 2.581 -3.254 -6.301 0.12
F -0.885 4.065 -3.983 -0.53
Te 0.718 3.277 -4.808 1.88
F -1.142 0.653 -3.058 -0.57
F 0.549 4.670 -6.182 -0.57
F 2.562 3.000 -5.398 -0.55
F 1.535 4.664 -3.830 -0.45
O 1.080 2.266 -3.030 -0.73
C -3.432 -2.629 -0.789 -0.08
C -1.982 -3.106 -0.653 -0.20
C -1.058 -2.035 -1.001 -0.18
N -0.336 -1.194 -1.285 0.17
H -4.116 -3.442 -0.546 0.07
H -3.629 -2.291 -1.805 0.08
H -3.622 -1.796 -0.113 0.08
H -1.770 -3.947 -1.316 0.12
H -1.761 -3.429 0.365 0.10
```

## Properties
**LUMO energy**: 3.7 eV
**E_HOMO**: -0.07897 Ha
**Total charge**: -2
**Energy relative to the best compared isomer or geometry (same formula, charge and spin)**: 0.0 kcal/mol

=====

DFT (ωB97M-V with the def2-TZVPD basis set) results for a molecular structure, C4H7O4Sr.

XYZ file:
```
16
Properties=species:S:1:pos:R:3:lowdin_charge:R:1
O 0.158 1.023 1.899 0.05
C -0.898 0.378 1.790 -0.79
O -2.053 0.720 2.203 -0.30
Sr -3.369 0.235 0.586 1.84
O -1.027 -0.420 0.675 -0.26
C 0.667 1.409 -0.545 -0.01
H 0.822 2.317 0.055 0.08
H 1.350 1.808 -1.308 0.04
H -0.396 1.496 -0.800 0.03
C 0.470 -1.230 0.003 -0.23
C 0.977 -0.385 -1.073 -0.03
O 0.190 -2.540 -0.276 0.07
H 1.146 -1.235 0.866 0.16
H 0.409 -0.518 -2.004 0.11
H 2.067 -0.463 -1.134 0.12
H -0.512 -2.594 -0.936 0.12
```

## Properties
**LUMO energy**: -5.3 eV
**E_HOMO**: -0.45983 Ha
**Total charge**: +1

=====

DFT (ωB97M-V with the def2-TZVPD basis set) results for a single C12H21N7O3 molecule.

XYZ file:
```
43
Properties=species:S:1:pos:R:3:nbo_charge:R:1
C 0.943 -2.046 -0.283 -0.13
C -0.366 -1.292 -0.051 0.68
C 2.164 -1.185 0.177 -0.39
C 2.377 0.062 -0.677 -0.42
C 3.257 -0.135 -1.910 -0.22
C 4.621 1.775 -2.769 0.58
C -2.187 -0.873 1.408 -0.14
C -3.175 -1.795 0.705 0.79
C -2.509 0.621 1.068 -0.43
C -3.517 1.267 1.961 0.08
C -3.608 1.148 3.312 -0.12
C -5.197 2.429 2.492 0.17
H 0.734 -1.705 -2.277 0.37
H 0.362 -3.170 -1.865 0.36
H 1.007 -2.941 0.338 0.20
H 3.017 -1.841 0.150 0.22
H 1.992 -0.882 1.225 0.21
H 1.400 0.489 -1.087 0.22
H 2.882 0.862 -0.171 0.20
H 4.270 -0.408 -1.614 0.21
H 2.842 -0.873 -2.587 0.21
H 2.966 1.088 -3.604 0.38
H 4.647 2.337 -4.617 0.34
H 6.078 2.363 -1.647 0.39
H 4.738 1.949 -0.764 0.37
H -0.641 -2.177 1.784 0.41
H -2.317 -0.988 2.517 0.23
H -1.627 1.205 1.027 0.23
H -2.863 0.659 0.034 0.26
H -2.946 0.501 3.983 0.22
H -6.057 3.181 2.439 0.20
H -5.079 2.045 4.534 0.41
H -4.939 -2.030 0.149 0.50
N 1.064 -2.441 -1.684 -0.82
N 3.393 1.101 -2.698 -0.65
N 5.246 2.262 -3.768 -0.77
N 5.314 1.720 -1.557 -0.84
N -0.858 -1.313 1.202 -0.61
N -4.492 2.094 1.464 -0.45
N -4.736 1.834 3.627 -0.53
O -0.920 -0.664 -0.936 -0.63
O -2.897 -2.968 0.545 -0.61
O -4.382 -1.266 0.427 -0.66
```

## Properties
**LUMO energy**: 0.4 eV
**E_HOMO**: -0.31442 Ha
**SMILES string**: [H]/N=C(/N)NCCC[C@H](N)C(=O)N[C@@H](Cc1c[nH]cn1)C(=O)O
**Energy relative to the best compared isomer or geometry (same formula, charge and spin)**: 29.3 kcal/mol

=====

DFT (ωB97M-V with the def2-TZVPD basis set) results for a molecular structure, C37H67N7O4PTl.

XYZ file:
```
117
Properties=species:S:1:pos:R:3:lowdin_charge:R:1
Tl 0.584 -0.595 -0.441 0.96
C 7.086 0.199 -0.263 -0.02
N 5.869 -0.575 -0.492 -0.11
C 6.061 -1.854 -1.168 -0.02
C 4.666 -0.214 -0.022 -0.35
N 3.658 -1.081 0.065 0.16
C 3.721 -2.189 0.793 -0.24
C 4.621 -2.348 1.893 0.00
C 4.552 -3.435 2.702 -0.04
C 3.565 -4.440 2.473 -0.03
C 2.701 -4.338 1.426 -0.02
C 2.767 -3.236 0.532 -0.24
N 1.927 -3.061 -0.495 0.13
C 1.215 -3.967 -1.121 -0.35
N -0.092 -3.572 -1.476 -0.19
C -1.168 -4.101 -0.633 -0.05
C -0.378 -3.465 -2.902 -0.06
N 1.682 -5.155 -1.512 -0.08
C 0.861 -6.154 -2.198 0.00
C 3.088 -5.537 -1.415 -0.01
N 4.452 1.073 0.344 -0.12
C 4.828 2.177 -0.528 -0.02
C 3.351 1.348 1.263 -0.02
H 7.856 -0.478 0.106 0.10
H 6.910 0.967 0.483 0.09
H 7.439 0.657 -1.188 0.10
H 6.345 -2.639 -0.464 0.10
H 6.854 -1.737 -1.904 0.10
H 5.145 -2.141 -1.681 0.09
H 5.334 -1.556 2.089 0.13
H 5.226 -3.532 3.541 0.12
H 3.506 -5.286 3.144 0.12
H 1.939 -5.089 1.263 0.12
H -1.799 -3.296 -0.261 0.06
H -0.755 -4.602 0.242 0.10
H -1.785 -4.815 -1.187 0.09
H 0.510 -3.118 -3.431 0.10
H -1.158 -2.719 -3.051 0.08
H -0.719 -4.402 -3.355 0.08
H -0.176 -6.086 -1.898 0.08
H 1.233 -7.138 -1.920 0.11
H 0.943 -6.045 -3.280 0.11
H 3.709 -4.681 -1.178 0.09
H 3.395 -5.945 -2.378 0.11
H 3.226 -6.300 -0.648 0.11
H 5.291 2.984 0.041 0.10
H 3.935 2.566 -1.027 0.09
H 5.524 1.846 -1.292 0.08
H 3.111 0.460 1.841 0.07
H 3.655 2.140 1.948 0.11
H 2.453 1.673 0.729 0.06
O 1.438 -0.983 1.854 -0.20
C 0.388 -1.545 2.245 -0.55
O -0.622 -1.731 1.516 -0.19
H 0.342 -1.890 3.291 0.14
N 0.468 4.808 -3.394 0.03
C 1.053 4.395 -2.128 -0.15
C 0.514 3.040 -1.708 -0.57
O 0.760 2.525 -0.644 -0.03
O -0.274 2.463 -2.612 0.08
H -0.323 3.118 -3.355 0.11
H -0.121 5.625 -3.303 0.10
H 1.164 5.007 -4.097 0.10
H 0.857 5.090 -1.309 0.14
H 2.138 4.293 -2.196 0.13
C -4.271 5.055 -1.083 -0.18
C -3.115 5.238 -0.087 -0.17
C -2.201 4.005 -0.037 -0.19
C -3.064 2.744 -0.182 -0.39
C -3.638 2.675 -1.616 -0.18
C -3.873 4.082 -2.187 -0.18
P -2.290 1.191 0.360 1.24
C -1.905 1.205 2.133 -0.39
C -3.044 1.807 3.017 -0.16
C -2.651 3.153 3.616 -0.18
C -1.402 3.032 4.499 -0.17
C -0.403 1.993 3.961 -0.17
C -0.531 1.835 2.450 -0.20
C -3.330 -0.255 0.000 -0.41
C -3.410 -0.670 -1.479 -0.19
C -4.101 -2.042 -1.613 -0.18
C -5.075 -2.320 -0.462 -0.19
C -5.756 -1.027 -0.038 -0.17
C -4.747 -0.067 0.614 -0.17
H -4.565 6.016 -1.502 0.12
H -5.156 4.666 -0.570 0.12
H -3.509 5.435 0.912 0.11
H -2.517 6.110 -0.360 0.12
H -1.613 4.009 0.876 0.09
H -1.491 4.028 -0.864 0.09
H -3.890 2.829 0.539 0.12
H -4.583 2.130 -1.601 0.11
H -2.956 2.122 -2.266 0.10
H -4.641 4.031 -2.958 0.12
H -2.966 4.441 -2.683 0.11
H -1.822 0.134 2.338 0.10
H -3.223 1.093 3.825 0.13
H -3.991 1.885 2.485 0.09
H -3.486 3.539 4.202 0.12
H -2.486 3.880 2.818 0.09
H -1.699 2.762 5.513 0.11
H -0.918 4.008 4.572 0.11
H -0.575 1.020 4.429 0.12
H 0.617 2.279 4.219 0.12
H 0.262 1.197 2.059 0.07
H -0.412 2.805 1.966 0.10
H -2.804 -1.046 0.548 0.10
H -2.414 -0.688 -1.929 0.09
H -3.980 0.074 -2.032 0.10
H -3.360 -2.838 -1.668 0.08
H -4.644 -2.060 -2.560 0.12
H -4.544 -2.748 0.395 0.12
H -5.811 -3.062 -0.769 0.12
H -6.567 -1.215 0.664 0.12
H -6.205 -0.555 -0.916 0.12
H -4.691 -0.261 1.687 0.12
H -5.099 0.959 0.494 0.10
```

## Properties
**LUMO energy (alpha / beta)**: -6.9 / -6.3 eV
**E_HOMO (alpha / beta)**: -0.44441 / -0.47230 Ha
**Total charge**: +2

=====

> What is the formula in the second record?

C4H7O4Sr